1) This record from the Open Molecules 2025 dataset describes a molecular structure, C6H13NO. The level of theory is wB97M-V/def2-TZVPD.

XYZ file:
```
21
Properties=species:S:1:pos:R:3
C 0.9921 -0.4190 -1.0142
C 2.2496 -1.0141 -0.4578
C -0.2296 -1.2359 -1.0541
O 0.5614 0.9704 0.1383
H 1.4110 1.2509 0.5058
H 1.1442 0.2455 -1.8597
H -0.7653 -1.1235 -1.9968
H 3.0173 -0.2617 -0.2655
H 2.6654 -1.7055 -1.2002
H 2.0455 -1.5648 0.4586
H -0.0326 -2.2865 -0.8432
H -0.9428 -0.8877 -0.2568
C -2.2193 1.4967 -0.0522
C -1.6516 0.6823 1.0717
N 0.2756 -0.0956 2.3380
C -0.3267 0.5082 1.3794
H 1.2884 -0.0732 2.3138
H -2.3387 0.3631 1.8455
H -2.5236 2.4980 0.2776
H -1.5063 1.6328 -0.8646
H -3.1139 1.0197 -0.4635
```

Kohn-Sham gap (eV): 6.66
Molecular weight (u): 115.2
HOMO level (eV): -6.28

Atom charges from the Löwdin analysis, given in e for atoms 1 to 5: number 1, C, carries -0.167; number 2, C, carries -0.065; number 3, C, carries -0.057; number 4, O, carries -0.055; number 5, H, carries 0.111


2) This record from the Open Molecules 2025 dataset describes a molecular structure, C6H13NO. The level of theory is wB97M-V/def2-TZVPD.

XYZ file:
```
21
Properties=species:S:1:pos:R:3
C 0.2043 -0.7622 0.4573
C 1.0685 -0.3518 -0.6810
C 2.3576 -1.3433 -1.0205
C 1.7972 1.0633 -0.4360
C -0.8132 0.1163 0.9933
N -1.7391 0.7524 0.0715
C -2.3058 0.0704 -1.1728
O -0.8829 0.3431 2.2853
H 0.4796 -1.5632 1.1049
H -0.1356 0.9933 1.5250
H 0.6469 -0.2809 -1.6882
H 1.9178 -2.3603 -1.0713
H 3.2993 -1.4405 -0.3263
H 2.7519 -1.0127 -1.9251
H 2.4316 1.1553 -1.3741
H 2.5394 1.1899 0.3624
H 1.0575 1.8340 -0.4112
H -2.4554 1.2915 0.6815
H -1.6706 0.3288 -2.0357
H -2.1355 -0.9650 -1.1076
H -3.3415 0.0625 -1.3581
```

Kohn-Sham gap (eV): 8.06
Molecular weight (u): 115.2
HOMO level (eV): -7.55

Atom charges from the Löwdin analysis, given in e for atoms 1 to 5: number 1, C, carries -0.022; number 2, C, carries -0.365; number 3, C, carries -0.080; number 4, C, carries -0.086; number 5, C, carries -0.558


3) This record from the Open Molecules 2025 dataset describes C6H13NO in the gas phase. The level of theory is wB97M-V/def2-TZVPD.

XYZ file:
```
21
Properties=species:S:1:pos:R:3
C -0.2114 -0.6199 -0.5524
C 0.0636 0.3951 0.5671
C -1.0358 0.6413 -0.4442
C 0.7682 -0.7059 -1.6985
C -0.2949 0.0992 1.9923
C -0.8640 -1.9359 -0.2210
N 1.0934 2.4904 0.1903
O 1.3369 1.0784 0.4421
H 1.6738 2.6239 -0.6380
H 1.5998 2.9161 0.9645
H -0.8943 1.4250 -1.1791
H -2.0635 0.5663 -0.1083
H 0.3080 -1.2005 -2.5603
H 1.6498 -1.2819 -1.3990
H 1.1057 0.2806 -2.0338
H -1.3333 -0.2277 2.1046
H -0.1678 0.9934 2.6117
H 0.3561 -0.6853 2.3919
H -1.6804 -1.8348 0.5000
H -0.1243 -2.6282 0.1948
H -1.2856 -2.3895 -1.1247
```

Kohn-Sham gap (eV): 10.29
SMILES string: CC1(C)C[C@]1(C)ON
Molecular weight (u): 115.2
HOMO level (eV): -9.32

Atom charges from the Löwdin analysis, given in e for atoms 1 to 5: number 1, C, carries -0.456; number 2, C, carries -0.440; number 3, C, carries -0.024; number 4, C, carries -0.038; number 5, C, carries -0.017


Q: Which of them is the least stable? A: 2).


1) This record from the Open Molecules 2025 dataset describes 2 unconnected molecules or ions with the total composition C6H13NO. The level of theory is wB97M-V/def2-TZVPD.

XYZ file:
```
21
Properties=species:S:1:pos:R:3
C 1.5379 -1.3514 -1.1700
N 0.7284 -0.1711 -0.9064
C 1.0020 0.2803 0.4295
C -1.6516 1.1908 0.3720
C -1.3480 -0.2687 0.8895
C -0.5081 -1.5947 0.7364
C 0.0603 -0.4277 1.3568
H 1.6221 -1.7753 -0.1491
H 2.5623 -1.1844 -1.4670
H 1.0250 -2.0551 -1.8001
H -0.2396 -0.3652 -1.0094
H 1.9640 0.1053 0.7650
H 0.9504 1.4698 0.5175
H -2.7037 1.4129 0.5442
H -1.3585 1.2553 -0.7194
H -2.2408 -0.6006 1.4750
H -1.2141 -2.4450 0.8770
H 0.2127 -0.3547 2.4764
H 0.4014 2.8328 -2.2392
H -1.0276 2.0229 0.7612
O 0.2256 2.0237 -1.7399
```

Kohn-Sham gap (eV): 4.01
Molecular weight (u): 115.2
HOMO level (eV): -6.71

Atom charges from the Löwdin analysis, given in e for atoms 1 to 5: number 1, C, carries -0.090; number 2, N, carries -0.051; number 3, C, carries -0.219; number 4, C, carries -0.043; number 5, C, carries -0.214


2) This record from the Open Molecules 2025 dataset describes 2 unconnected molecules or ions with the total composition C6H13NO. The level of theory is wB97M-V/def2-TZVPD.

XYZ file:
```
21
Properties=species:S:1:pos:R:3
C -0.5361 -1.3994 -0.7599
N -0.6634 -1.3494 0.6888
C -1.0934 0.3295 0.9356
C -0.6126 1.1230 -0.1597
C 0.6607 1.5799 -0.4333
C 1.8803 1.0564 0.1291
C -2.5173 0.3344 0.9998
H 0.3368 -0.8257 -1.0784
H -0.4889 -2.4746 -1.0496
H -1.4167 -1.0182 -1.3538
H -1.6671 -1.5343 1.0462
H -1.5269 1.6605 -0.4916
H 0.6417 2.3353 -1.2263
H 2.6875 1.8486 0.2352
H 1.7000 0.6801 1.1728
H -3.1726 1.1069 0.6448
H -0.5515 0.5334 1.8358
H -2.9077 -0.5435 1.4283
H 2.0293 0.1551 -0.4180
H 2.6521 -1.1468 -1.9771
O 2.4547 -1.1843 -0.9824
```

Kohn-Sham gap (eV): 3.40
Molecular weight (u): 115.2
HOMO level (eV): -7.07

Atom charges from the Löwdin analysis, given in e for atoms 1 to 5: number 1, C, carries -0.180; number 2, N, carries 0.008; number 3, C, carries -0.347; number 4, C, carries -0.158; number 5, C, carries -0.117


Q: Which of them is the least stable? A: 1).


1) This record from the Open Molecules 2025 dataset describes C4H8F2 in the gas phase. The level of theory is wB97M-V/def2-TZVPD.

XYZ file:
```
14
Properties=species:S:1:pos:R:3
C 0.6325 -0.4112 1.9611
C -0.2463 0.5711 1.1539
C -0.8498 0.1169 -0.2382
C 0.5326 -0.2158 -1.2641
H 1.4001 -0.8434 1.2406
H 0.9270 0.1317 2.8091
H -0.0376 -1.2857 2.3762
H 0.2536 1.4474 0.8789
H -1.0861 0.8913 1.7142
H -1.5533 -0.6837 -0.2545
H 1.2849 0.5821 -1.3653
H 0.2638 -0.5787 -2.1957
F -1.3362 1.3230 -0.9869
F 1.1287 -1.3260 -0.6665
```

Kohn-Sham gap (eV): 11.90
SMILES string: CC[C@@H](F)CF
Molecular weight (u): 94.1
HOMO level (eV): -10.75

Atom charges from the Löwdin analysis, given in e for atoms 1 to 5: number 1, C, carries -0.087; number 2, C, carries -0.213; number 3, C, carries -0.116; number 4, C, carries -0.078; number 5, H, carries 0.079


2) This record from the Open Molecules 2025 dataset describes C4H8F2 in the gas phase. The level of theory is wB97M-V/def2-TZVPD.

XYZ file:
```
14
Properties=species:S:1:pos:R:3
C -1.7677 -0.6147 -0.2376
C -0.4725 -0.4848 0.5097
C 0.4398 0.4923 -0.1953
C 1.8435 0.5695 0.1755
H -1.3890 -0.7061 -1.3035
H -2.3987 -1.4153 -0.0266
H -0.6862 -0.1351 1.4412
H -0.0188 -1.4672 0.6232
H 0.0116 1.5133 -0.3405
H 0.4064 0.1859 -1.3364
H 1.8636 0.7648 1.2517
H 2.2679 1.4504 -0.3845
F -2.5276 0.4807 0.0094
F 2.4277 -0.6336 -0.1863
```

Kohn-Sham gap (eV): 12.80
SMILES string: FCCCCF
Molecular weight (u): 94.1
HOMO level (eV): -11.61

Atom charges from the Löwdin analysis, given in e for atoms 1 to 5: number 1, C, carries -0.242; number 2, C, carries -0.185; number 3, C, carries -0.233; number 4, C, carries -0.251; number 5, H, carries 0.129


Q: Which of them is the least stable? A: 1).


1) This record from the Open Molecules 2025 dataset describes 2 unconnected molecules or ions with the total composition C5H16N3. The level of theory is wB97M-V/def2-TZVPD.

XYZ file:
```
24
Properties=species:S:1:pos:R:3
C -1.0291 0.1990 2.4465
C 0.2145 -0.6008 2.2551
C 1.2102 -0.6606 3.1335
N 0.3055 -1.3106 1.0009
H -1.0917 0.6656 3.4225
H -1.1212 0.9790 1.6817
H -1.9023 -0.4506 2.3160
H 2.1106 -1.2076 2.8726
H 1.2357 -0.0495 4.0202
H 0.8189 -0.2081 0.0199
H -0.6355 -1.5296 0.6668
H 0.8282 -2.1703 1.0826
C -0.8485 0.5122 -2.0759
C 0.6681 0.5236 -2.0950
N 1.2029 0.6109 -0.6866
N -1.3123 0.4732 -3.4680
H -1.1704 -0.3659 -1.4939
H -1.2812 1.3931 -1.5981
H 1.0202 -0.3979 -2.5539
H 1.0844 1.3683 -2.6368
H 0.9627 1.5357 -0.3352
H 2.2144 0.5525 -0.6788
H -1.1620 -0.4524 -3.8387
H -2.3219 0.5908 -3.4576
```

Kohn-Sham gap (eV): 9.91
Net charge: +1
Molecular weight (u): 118.2
HOMO level (eV): -12.89

Atom charges from the Löwdin analysis, given in e for atoms 1 to 5: number 1, C, carries -0.044; number 2, C, carries -0.449; number 3, C, carries 0.066; number 4, N, carries 0.050; number 5, H, carries 0.090


2) This record from the Open Molecules 2025 dataset describes 2 unconnected molecules or ions with the total composition C5H16N3. The level of theory is wB97M-V/def2-TZVPD.

XYZ file:
```
24
Properties=species:S:1:pos:R:3
C -2.0564 0.1946 -1.1888
C -1.1970 -1.0315 -1.2270
C -0.4427 -1.4399 -2.2402
N -1.1874 -1.7842 0.0146
H -1.6448 0.9466 -0.5103
H -3.0567 -0.0843 -0.8654
H -2.0404 0.6482 -2.1757
H 0.1414 -2.3486 -2.1864
H -0.4174 -0.8428 -3.1397
H -2.0593 -1.6733 0.5244
H -1.0818 -2.7736 -0.1629
N 1.2548 -0.8939 0.8890
C 1.5023 0.5417 0.5010
C 0.9342 1.4505 1.5827
N 1.0709 2.8390 1.1563
H 1.2986 -0.9896 1.9030
H 0.2803 -1.2277 0.5287
H 1.9761 -1.4903 0.4968
H 2.5754 0.6815 0.4099
H 1.0365 0.7301 -0.4618
H -0.0905 1.1220 1.8155
H 1.5176 1.3388 2.5001
H 0.3636 3.0447 0.4469
H 0.8401 3.4438 1.9336
```

Kohn-Sham gap (eV): 9.99
Net charge: +1
Molecular weight (u): 118.2
HOMO level (eV): -12.95

Atom charges from the Löwdin analysis, given in e for atoms 1 to 5: number 1, C, carries -0.032; number 2, C, carries -0.457; number 3, C, carries 0.053; number 4, N, carries 0.044; number 5, H, carries 0.072


3) This record from the Open Molecules 2025 dataset describes a molecular structure, C5H16N3. The level of theory is wB97M-V/def2-TZVPD.

XYZ file:
```
24
Properties=species:S:1:pos:R:3
N 0.6073 -2.6341 0.4372
C 0.1963 -2.2223 -0.9888
C -0.3533 -0.8004 -1.2887
N -1.1618 -0.1853 -0.1690
C -0.5790 0.6012 0.9022
C 0.3782 -0.0722 1.9333
C 0.3191 1.7354 0.3073
N -0.2971 2.3250 -0.7385
H 0.8277 -3.6216 0.3675
H 1.3128 -2.1178 -0.3432
H 2.4014 6.1616 -1.5358
H -0.7321 -2.7266 -1.1013
H 0.7313 -2.6045 -1.8861
H -0.8965 -0.7831 -2.2419
H 0.4995 -0.1037 -1.3508
H -1.6885 0.6127 -0.5278
H -1.4118 1.0558 1.5029
H 0.6917 0.6126 2.7169
H -0.2185 -0.8789 2.3623
H 1.1389 -0.4450 1.2551
H 0.4950 2.5370 1.0869
H 1.2959 1.2590 0.0916
H 2.0670 5.4784 -1.4552
H 0.1430 3.1479 -1.1299
```

Kohn-Sham gap (eV): 4.70
Net charge: +1
Molecular weight (u): 118.2
HOMO level (eV): -13.25

Atom charges from the Löwdin analysis, given in e for atoms 1 to 5: number 1, N, carries 0.029; number 2, C, carries -0.317; number 3, C, carries -0.127; number 4, N, carries 0.079; number 5, C, carries -0.348


4) This record from the Open Molecules 2025 dataset describes 2 unconnected molecules or ions with the total composition C5H16N3. The level of theory is wB97M-V/def2-TZVPD.

XYZ file:
```
24
Properties=species:S:1:pos:R:3
C -2.2080 -1.5307 -0.1934
C -2.2836 -0.0257 -0.2751
C -1.3288 1.3907 1.3906
N -1.1437 0.6054 0.4184
H -1.4296 -1.9827 -0.8056
H -1.9969 -1.8617 0.8300
H -3.1595 -2.0120 -0.4116
H -2.2595 0.3729 -1.2922
H -3.1856 0.3865 0.1787
H -0.4664 1.8205 1.8870
H -2.3130 1.6933 1.7321
H 0.0407 0.3980 0.2170
C 1.8528 1.4720 -0.8968
N 1.4896 0.6357 0.2466
C 2.1637 -0.7131 0.2533
N 1.4253 -1.7437 -0.4203
H 1.4458 2.4787 -0.8573
H 2.9393 1.5149 -1.0045
H 1.5039 1.0423 -1.8401
H 1.7227 1.1264 1.1023
H 2.2436 -0.9939 1.2999
H 3.1541 -0.6185 -0.1883
H 0.5359 -1.9271 0.0290
H 1.2570 -1.5282 -1.3997
```

Kohn-Sham gap (eV): 9.85
Net charge: +1
Molecular weight (u): 118.2
HOMO level (eV): -13.63

Atom charges from the Löwdin analysis, given in e for atoms 1 to 5: number 1, C, carries -0.073; number 2, C, carries -0.199; number 3, C, carries 0.110; number 4, N, carries -0.012; number 5, H, carries 0.066


Q: Which of them is the least stable? A: 3).


1) This record from the Open Molecules 2025 dataset describes C15H19N3O2 in the gas phase. The level of theory is wB97M-V/def2-TZVPD.

XYZ file:
```
39
Properties=species:S:1:pos:R:3
O -5.3938 -0.9720 -1.5486
C -4.5728 -0.8320 -0.6861
N -4.7135 0.0061 0.4019
C -3.6315 0.0492 1.2529
O -3.5707 0.7100 2.2547
C -2.5357 -0.8178 0.6289
N -1.3952 -0.0258 0.1979
C -0.4848 0.3095 1.2853
C 0.5926 1.2846 0.7640
N 0.7787 1.2020 -0.6686
C -0.4470 1.5955 -1.3415
C -1.7179 1.1600 -0.5785
H -2.0683 1.9790 0.0712
H -2.5133 0.9322 -1.2899
H -0.4458 1.1703 -2.3459
H -0.4458 2.6874 -1.4365
C 1.3121 -0.0822 -1.1095
C 2.6636 -0.3335 -0.4985
C 2.9455 -1.5231 0.1575
C 4.1962 -1.7432 0.7096
C 5.1762 -0.7709 0.6171
C 4.9013 0.4219 -0.0322
C 3.6544 0.6375 -0.5885
H 3.4287 1.5658 -1.0911
H 5.6636 1.1840 -0.1059
H 6.1510 -0.9410 1.0500
H 4.4042 -2.6748 1.2158
H 2.1825 -2.2854 0.2348
H 1.4282 -0.0214 -2.1975
H 0.6361 -0.9192 -0.8841
H 1.5442 1.0836 1.2582
H 0.3051 2.3150 0.9887
H -1.0129 0.7655 2.1350
H -0.0215 -0.6218 1.6250
C -3.2285 -1.5133 -0.5465
H -3.3967 -2.5738 -0.3558
H -2.6540 -1.4315 -1.4684
H -2.1655 -1.5320 1.3702
H -5.5492 0.5558 0.5547
```

Kohn-Sham gap (eV): 9.04
SMILES string: O=C1C[C@@H](N2CCN(Cc3ccccc3)CC2)C(=O)N1
Molecular weight (u): 273.3
HOMO level (eV): -8.37

Atom charges from the Löwdin analysis, given in e for atoms 1 to 5: number 1, O, carries 0.105; number 2, C, carries -0.462; number 3, N, carries 0.200; number 4, C, carries -0.415; number 5, O, carries 0.109


2) This record from the Open Molecules 2025 dataset describes C15H19N3O2 in the gas phase. The level of theory is wB97M-V/def2-TZVPD.

XYZ file:
```
39
Properties=species:S:1:pos:R:3
C -7.2815 -1.3656 0.1295
H -7.6781 -0.4159 -0.2214
H -7.4142 -2.1057 -0.6565
H -7.8575 -1.6792 0.9966
C -5.8072 -1.2194 0.4945
C -5.6276 -0.2012 1.6165
H -6.1819 -0.5065 2.5008
H -5.9889 0.7740 1.2992
H -4.5784 -0.1027 1.8854
H -5.4307 -2.1922 0.8349
C -5.0086 -0.7998 -0.7467
N -3.5874 -0.7428 -0.4946
C -2.8759 0.4045 -0.5395
O -3.3550 1.4744 -0.8460
C -1.4033 0.2143 -0.1927
H -0.9387 -0.4206 -0.9497
H -1.3121 -0.2948 0.7684
C -0.6813 1.5564 -0.1488
C 0.7801 1.3801 -0.0139
N 1.4573 0.2792 -0.1144
C 2.7518 0.6853 0.0842
N 2.8427 1.9729 0.2964
O 1.5649 2.4373 0.2361
C 3.8812 -0.2219 0.0600
C 3.6730 -1.5796 -0.1700
C 4.7491 -2.4464 -0.1938
C 6.0329 -1.9666 0.0106
C 6.2423 -0.6150 0.2395
C 5.1730 0.2590 0.2652
H 5.3142 1.3138 0.4414
H 7.2442 -0.2443 0.3981
H 6.8722 -2.6464 -0.0087
H 4.5885 -3.4996 -0.3721
H 2.6661 -1.9342 -0.3272
H -1.0488 2.1689 0.6775
H -0.8938 2.1119 -1.0670
H -3.1340 -1.5961 -0.2088
H -5.2020 -1.5011 -1.5661
H -5.3054 0.2031 -1.0614
```

Kohn-Sham gap (eV): 9.73
SMILES string: CC(C)CNC(=O)CCc1nc(-c2ccccc2)no1
Molecular weight (u): 273.3
HOMO level (eV): -9.08

Atom charges from the Löwdin analysis, given in e for atoms 1 to 5: number 1, C, carries -0.082; number 2, H, carries 0.082; number 3, H, carries 0.074; number 4, H, carries 0.076; number 5, C, carries -0.425


Q: Which of them is the least stable? A: 2).